Computed, not measured: an isolated molecule of C5H4O2 at a distorted geometry, with the ωB97M-V functional and the def2-TZVPD basis.

The geometry in XYZ format:
```
11
Properties=species:S:1:pos:R:3:nbo_charge:R:1
O -1.757 -1.660 -1.571 -0.4197
C -0.877 0.671 1.215 0.3982
C 1.083 -0.010 -0.090 -0.0944
H 0.867 -0.302 -2.253 0.2700
C -0.796 -1.049 -1.354 0.7978
H 1.215 0.801 1.857 0.2232
C 0.562 0.452 1.062 -0.3653
H -1.178 1.645 1.650 0.1203
H 2.167 -0.007 -0.187 0.2170
C 0.390 -0.445 -1.287 -0.6102
O -1.729 -0.100 0.815 -0.5369
```

As for the SMILES: O=C=C/C=C\C=O. The max |F| comes out at 1.1 eV/A. The energy above the lowest of the compared OMol25 structures with the same formula, charge and spin is 1.329 eV. The calculation puts the molar mass at 96.1 u. The calculation puts the electronic energy at -343.343517 a.u. For the frontier orbital gap, the calculation gives 9.116 eV.

---

Computed, not measured: a cluster of 16 separate species, C31H99N5O16 in total at a distorted geometry, with the ωB97M-V functional and the def2-TZVPD basis.

The geometry in XYZ format:
```
151
Properties=species:S:1:pos:R:3:lowdin_charge:R:1
H -1.292 0.813 -5.447 0.0733
H -1.127 5.810 -0.657 0.0350
H 2.714 6.694 -0.514 0.1291
H 4.319 -7.143 -0.677 0.0538
H -5.920 4.120 -0.530 0.0846
H 5.243 0.722 0.504 0.0915
O 2.082 3.653 -1.414 -0.2080
N 5.190 -4.364 -2.815 0.0499
O -2.993 1.339 4.223 -0.1337
H -0.636 7.145 -2.656 0.0620
H -1.585 -2.004 3.756 0.0551
H -3.719 2.304 2.432 0.0904
N 0.239 0.901 2.150 0.0795
H 0.180 1.887 2.392 0.0890
H 0.809 -0.836 -2.640 0.0657
H -0.087 -0.700 6.402 0.0736
H 1.047 1.495 0.375 0.1417
H 5.299 -2.131 -1.413 0.0978
H -0.674 5.156 2.845 0.0762
H -5.895 0.938 0.384 0.0556
H 3.087 3.152 4.107 0.0717
H -4.079 5.442 -1.359 0.0702
H -2.362 7.015 -0.286 0.0762
H 3.857 2.510 -1.132 0.0374
H -2.575 1.786 -1.616 0.1062
O -0.869 0.722 -3.409 -0.1821
C -3.368 1.327 2.813 -0.0846
H -1.602 -3.197 1.563 0.0164
H -5.363 5.141 -2.595 0.0864
H -0.644 -5.251 1.967 0.0857
C 1.763 5.019 -1.163 -0.1941
H 1.367 5.471 -2.096 0.1219
C 3.087 -6.727 0.808 -0.4472
H 1.708 -8.238 1.354 0.0760
H 0.976 5.110 -0.360 0.1080
C -1.412 6.841 -0.799 -0.1448
H 4.083 -3.918 3.292 0.0820
O -0.684 4.022 1.136 -0.1494
H -3.262 -3.860 -0.832 0.0543
H -4.560 -1.997 -3.486 0.1280
C 0.946 2.957 -1.907 -0.0814
H 4.061 0.200 -0.621 0.0576
H 4.530 4.853 -2.217 0.0702
O -3.511 -0.210 -3.191 -0.2434
H -1.715 0.284 -3.168 0.0341
H 1.380 -1.680 -4.115 0.0874
H 0.029 0.854 5.402 0.0843
H 2.444 -6.209 0.103 0.1278
H -3.689 -3.846 3.296 0.0862
C 3.405 -2.723 -3.004 -0.2459
H -4.989 1.185 -3.082 0.0826
H -2.450 1.128 2.292 0.0444
H -4.523 -2.952 -0.580 0.0757
H 4.148 2.380 2.976 0.0759
C -2.754 1.667 -0.512 -0.1189
H 0.783 3.151 -2.958 0.0912
H -3.800 1.320 -4.460 0.0941
O 2.346 -2.121 -2.345 -0.1881
H 5.363 -3.475 -0.291 0.0669
H 2.122 -0.556 1.276 0.0581
H -1.046 3.142 0.989 0.0176
H 4.652 -7.938 0.757 0.0738
H 3.879 -2.396 -0.356 0.0719
H -7.492 1.791 0.371 0.0802
H 1.699 -0.792 -0.368 0.0667
H -8.125 -0.476 1.332 0.0862
H 0.480 -3.972 1.322 0.0488
C -0.041 -0.228 5.432 -0.0743
H 0.103 3.137 -1.273 0.0736
C -4.617 4.668 -1.933 -0.1466
H -2.087 5.268 1.844 0.0571
H -5.049 -1.045 -2.136 0.1186
H 2.991 5.030 1.196 0.0596
N 3.665 5.115 0.455 0.0662
H 4.861 -5.037 -3.486 0.0728
O -7.295 0.007 1.513 -0.1338
H 3.997 -2.844 1.948 0.0700
H 3.969 4.176 0.220 0.0433
H 2.554 -2.949 3.029 0.0908
H -1.628 -1.922 -3.298 0.0361
O 2.678 1.147 3.783 -0.1408
N -3.924 -3.277 -1.327 0.0483
C -1.968 -2.677 -2.613 -0.0250
C -4.398 0.664 -3.823 -0.0953
H -3.348 0.758 -0.388 0.0893
H -1.918 0.111 4.755 0.0262
H -2.831 -1.457 -1.071 0.1123
H 1.873 0.912 3.281 0.0145
C -1.373 4.598 2.245 -0.1141
H 2.293 -0.302 -3.452 0.0977
H 1.236 1.905 -1.900 0.0802
H 2.893 -7.908 2.606 0.0829
O -1.475 7.255 -2.194 -0.1347
H 3.362 -4.445 -1.804 0.1326
C 0.455 0.641 0.773 -0.4209
O 4.625 2.227 -0.633 -0.1176
C 3.384 -3.504 2.567 -0.0753
H -5.093 0.123 -4.502 0.1025
H 4.927 6.361 -1.491 0.0836
H 3.450 1.090 0.694 0.0492
C 4.124 -3.709 -2.087 -0.4472
H 4.576 -5.171 0.897 0.0968
C -0.404 -4.566 1.133 -0.1514
H -4.086 0.531 2.614 0.0898
O -1.606 1.647 0.219 -0.2440
H 3.060 -3.290 -3.857 0.1197
O -1.246 -0.578 4.687 -0.1825
H -7.234 0.316 -0.565 0.0758
H -2.303 -3.509 -3.229 0.0862
H 4.120 -1.976 -3.354 0.1301
C -0.756 0.508 -0.034 -0.1686
C -4.169 -1.359 -2.702 -0.1877
H -3.430 -2.602 4.511 0.0833
H -0.603 0.294 -1.102 0.1173
C 3.088 5.698 -0.748 -0.4429
C 1.251 -0.694 0.640 -0.0123
O -1.881 -2.798 3.235 -0.1633
H -1.333 -0.347 0.374 0.1352
N 3.938 -7.675 0.085 0.0540
H 3.597 6.274 -2.697 0.0810
H -0.564 7.379 -0.361 0.0809
H -0.576 -0.740 -4.785 0.0666
C 4.307 1.018 0.043 -0.1334
H -0.431 0.373 2.690 0.0741
H -3.695 1.642 4.801 0.0951
H 0.373 0.816 -5.070 0.0866
H -0.130 -5.196 0.274 0.0804
C -6.974 0.810 0.379 -0.1650
H 0.801 -0.704 4.878 0.0871
O -1.509 -3.744 0.767 -0.1572
H 4.223 -5.965 2.486 0.1274
C 4.672 -2.916 -0.925 -0.0600
O -5.239 3.717 -1.092 -0.1514
H 1.658 -6.687 2.364 0.0678
C 4.088 5.766 -1.863 -0.0587
C 1.695 -1.183 -3.190 -0.1069
C 3.822 -5.594 1.535 -0.2216
H -1.777 3.806 2.889 0.0756
C -2.923 -3.414 3.961 -0.1403
H -3.860 4.130 -2.503 0.0764
C -3.183 -2.158 -1.836 -0.4428
C 2.241 -7.440 1.852 -0.0579
H 0.749 -1.628 0.918 0.0808
C -0.576 0.356 -4.767 -0.1344
H -1.129 -2.979 -1.937 0.0943
O 2.879 -4.569 1.750 -0.2172
H 2.474 2.821 2.554 0.0640
H -3.281 2.509 -0.135 0.0691
H 5.902 -4.735 -2.231 0.0566
C 3.120 2.391 3.328 -0.1910
H -2.645 -4.206 4.640 0.0719
```

The max |F| comes out at 2.6 eV/A. The energy above the lowest of the compared OMol25 structures with the same formula, charge and spin is 0.000 eV. The calculation puts the molar mass at 798.2 u. The calculation puts the electronic energy at -2717.842501 a.u. For the frontier orbital gap, the calculation gives 8.917 eV.

---

Computed, not measured: a structure of composition C4H12IO4Zn at a distorted geometry, with the ωB97M-V functional and the def2-TZVPD basis.

The geometry in XYZ format:
```
22
Properties=species:S:1:pos:R:3:nbo_charge:R:1
C -1.352 2.404 -1.085 -0.1020
H -0.545 1.512 -2.887 0.1857
C -0.200 2.107 -2.034 -0.1023
O -0.896 -1.374 1.189 -0.8018
H -0.421 -3.356 0.841 0.1855
H -1.797 -1.668 1.378 0.5239
H 1.878 -1.875 2.109 0.2251
H -2.259 2.587 -1.665 0.2106
O 1.531 -1.341 0.129 -0.8141
H -1.154 3.324 -0.528 0.2132
H -2.246 1.674 0.478 0.5344
C 1.399 -2.279 1.215 -0.0984
H 0.146 3.049 -2.458 0.2238
I 1.194 1.457 2.204 -0.7715
H 1.930 -3.186 0.931 0.2105
Zn 0.033 0.087 0.063 1.6064
C -0.080 -2.538 1.489 -0.0975
H -0.253 -2.890 2.505 0.2198
O 0.827 1.353 -1.356 -0.7886
O -1.573 1.340 -0.129 -0.8096
H 2.315 -1.528 -0.396 0.5260
H 1.522 1.143 -1.994 0.5211
```

The total charge is +1. The max |F| comes out at 2.7 eV/A. The energy above the lowest of the compared OMol25 structures with the same formula, charge and spin is 0.000 eV. The calculation puts the molar mass at 316.4 u. The calculation puts the electronic energy at -2537.373905 a.u. For the frontier orbital gap, the calculation gives 7.252 eV.